--- P ---
ORCA calculation (ωB97M-V/def2-TZVPD) on a cluster of 2 separate species, H5NO2P2 in total.

ORCA input file:
```
! RIJCOSX wB97M-V def2-TZVPD def2/J DEFGRID3
* xyz 0 1
N -1.2340 -0.8284 -0.7729
O -2.1025 1.5688 -0.6041
O 2.0965 -0.4387 1.9759
P -2.5195 0.0200 -0.9647
P 1.2809 -0.3705 0.3391
H -1.1517 -1.8196 -0.8979
H -1.4255 2.1345 -0.9838
H 2.0035 -1.4295 2.1859
H 2.3688 0.1847 -0.6213
H 0.6834 0.9786 0.3437
*
```

LUMO energy ... -0.0694 eV
Frontier orbital gap ... 8.67 eV
E_HOMO ... -0.321 Eh
SMILES ... [H]/N=P/O.OP

--- Q ---
ORCA calculation (ωB97M-V/def2-TZVPD) on a structure of composition H5NO2P2.

ORCA input file:
```
! RIJCOSX wB97M-V def2-TZVPD def2/J DEFGRID3
* xyz 0 1
N 0.3618 0.8881 -0.6014
O 2.5489 -0.5728 0.5774
O 0.1985 -0.7427 1.4851
P -0.9029 -1.2348 0.2599
P 1.4189 0.2636 1.3077
H -0.3311 1.6175 -0.3012
H 1.2311 1.5336 -0.8853
H 2.2874 -1.1214 -0.3141
H -1.8407 -0.2555 0.5686
H -1.7047 -1.7898 1.1896
*
```

LUMO energy ... 0.4206 eV
Frontier orbital gap ... 9.36 eV
E_HOMO ... -0.329 Eh

Quick one: most stable of them? Q

--- P ---
ORCA calculation (ωB97M-V/def2-TZVPD) on a cluster of 4 separate species, CH10NO4 in total.

ORCA input file:
```
! RIJCOSX wB97M-V def2-TZVPD def2/J DEFGRID3
* xyz -1 1
N 0.4725 2.2757 0.6632
C 1.2118 0.9851 0.3709
O 0.5177 0.0172 -0.1086
H -0.2270 2.4990 -0.0171
H 0.0853 2.3007 1.5001
H 2.1019 1.0658 -0.4056
H 1.6832 0.8230 1.3854
H -0.8293 -2.0197 1.7193
H 0.1216 -1.3739 0.6795
O -0.2587 -2.2069 1.0582
H -1.4519 -0.1445 -0.2182
H -1.1135 1.1467 -0.7025
O -1.9762 0.6485 -0.6753
H 0.6120 -1.7061 -1.6909
H -0.8555 -1.9859 -1.5921
O -0.0939 -2.3247 -1.9664
*
```

LUMO energy ... 4.1272 eV
Frontier orbital gap ... 8.23 eV
E_HOMO ... -0.151 Eh

--- Q ---
ORCA calculation (ωB97M-V/def2-TZVPD) on a cluster of 4 separate species, CH10NO4 in total.

ORCA input file:
```
! RIJCOSX wB97M-V def2-TZVPD def2/J DEFGRID3
* xyz -1 1
N 0.9079 0.6316 1.5068
C 1.0491 -0.1205 0.1568
O 0.5889 0.6394 -0.7384
H 1.6275 1.3341 1.5941
H 0.0198 1.1416 1.5976
H 2.1167 -0.5150 0.1643
H 0.3582 -0.9641 0.4210
H -0.8059 1.9186 -3.6299
H -0.8702 0.9150 -2.7096
O -0.5610 0.9874 -3.6485
H 0.1209 -2.5271 4.6848
H 0.5979 -2.0708 3.4253
O 0.2398 -2.8672 3.8641
H -0.8016 0.6750 -1.0804
H -2.0819 -0.0181 -1.8450
O -1.8843 0.7920 -1.2410
*
```

LUMO energy ... 3.6692 eV
Frontier orbital gap ... 7.38 eV
E_HOMO ... -0.136 Eh

--- R ---
ORCA calculation (ωB97M-V/def2-TZVPD) on a cluster of 4 separate species, CH10NO4 in total.

ORCA input file:
```
! RIJCOSX wB97M-V def2-TZVPD def2/J DEFGRID3
* xyz -1 1
N 1.2977 -1.2791 1.0728
C 0.4667 -2.2383 0.3717
O 0.0770 -1.8401 -0.9435
H 2.0311 -0.9802 0.4413
H 0.6543 -0.5857 1.3969
H 0.9709 -3.1956 0.1862
H -0.4266 -2.3411 0.9994
H -1.9372 -0.0284 -1.1525
H -0.6841 -1.1647 -0.7001
O -1.4974 0.1295 -0.3103
H -0.9561 2.8084 -1.4217
H -1.4530 1.5260 -0.4473
O -1.5267 2.6114 -0.6635
H 1.3397 1.4944 0.3984
H 0.4001 2.6387 0.1641
O 1.2436 2.4448 0.6083
*
```

LUMO energy ... 4.1660 eV
Frontier orbital gap ... 9.25 eV
E_HOMO ... -0.187 Eh

Quick one: most stable of them? R

--- P ---
ORCA calculation (ωB97M-V/def2-TZVPD) on the molecule CH5PS2.

ORCA input file:
```
! RIJCOSX wB97M-V def2-TZVPD def2/J DEFGRID3
* xyz 0 1
C 1.4498 1.0335 -0.6794
P -2.9596 -0.0565 0.5812
S 0.2123 1.0633 0.6008
S -1.6267 0.6552 -0.7934
H 1.1297 1.8810 -1.3416
H 1.3365 0.0718 -1.0638
H 2.3911 1.3242 -0.3482
H -1.8942 -0.7772 1.2970
H -2.7998 1.0256 1.4064
*
```

LUMO energy ... -0.5448 eV
Frontier orbital gap ... 8.07 eV
E_HOMO ... -0.317 Eh
SMILES ... CSSP

--- Q ---
ORCA calculation (ωB97M-V/def2-TZVPD) on the molecule CH5PS2.

ORCA input file:
```
! RIJCOSX wB97M-V def2-TZVPD def2/J DEFGRID3
* xyz 0 1
C 0.7577 -1.1131 -0.9507
P 0.4562 0.4967 -0.0402
S -1.3645 1.1625 2.7007
S -1.4991 0.1824 0.6137
H 1.6379 -1.0029 -1.5000
H -0.0755 -1.1240 -1.6499
H 0.9694 -2.0178 -0.2082
H 0.2039 1.0686 -1.2899
H -1.0860 2.3475 2.3244
*
```

LUMO energy ... -0.5540 eV
Frontier orbital gap ... 8.66 eV
E_HOMO ... -0.339 Eh
SMILES ... CPSS

Quick one: most stable of them? Q